No. 1
The following is a DFT calculation (the ωB97M-V functional and the def2-TZVPD basis) of a cluster of 3 separate species, C3H12NO2 in total in a non-equilibrium geometry.

XYZ file:
```
18
Properties=species:S:1:pos:R:3
C 2.173 -0.585 0.841
C 0.935 -1.360 0.365
C 0.356 -0.717 -1.870
N 0.224 -0.518 -0.619
H 1.927 0.442 1.094
H 2.878 -0.603 0.006
H 2.681 -0.918 1.746
H 0.257 -1.614 1.176
H 1.212 -2.264 -0.151
H -0.245 -0.149 -2.571
H 0.927 -1.591 -2.168
H -0.069 0.437 -0.330
H 0.041 2.898 0.189
H -1.361 2.112 0.330
O -0.446 2.087 0.032
H -3.374 0.306 0.316
H -2.818 0.290 1.750
O -2.556 0.419 0.825
```

The calculation puts the energy at -326.4830 hartree. As for the total charge: +1. The value obtained for the LUMO energy is -4.41 eV. The molar mass is 94.13 g/mol.

Löwdin population analysis, charges in e, atoms 1 to 2: number 1, C, carries -0.05; number 2, C, carries -0.17

***

No. 2
The following is a DFT calculation (the ωB97M-V functional and the def2-TZVPD basis) of a cluster of 2 separate species, C3H12NO2 in total in a non-equilibrium geometry.

XYZ file:
```
18
Properties=species:S:1:pos:R:3
C 0.686 0.123 -0.885
O 0.626 -0.182 -2.285
C -0.423 -0.582 -0.155
C -0.750 -0.040 1.224
N -1.658 -0.496 -1.019
H 1.678 -0.006 -0.470
H 0.497 1.200 -0.918
H 1.142 -0.946 -2.569
H -0.213 -1.646 -0.045
H 0.094 -0.235 1.887
H -1.637 -0.543 1.610
H -0.901 1.033 1.343
H -1.947 0.463 -1.228
H -1.411 -0.847 -1.956
H -2.358 -1.119 -0.649
H 2.357 0.685 2.567
H 2.279 1.664 1.336
O 1.938 1.473 2.211
```

The calculation puts the energy at -326.4788 hartree. As for the total charge: +1. The value obtained for the LUMO energy is -3.48 eV. The molar mass is 94.13 g/mol.

Löwdin population analysis, charges in e, atoms 1 to 2: number 1, C, carries -0.19; number 2, O, carries -0.06

***

No. 3
The following is a DFT calculation (the ωB97M-V functional and the def2-TZVPD basis) of a cluster of 2 separate species, C3H12NO2 in total.

XYZ file:
```
18
Properties=species:S:1:pos:R:3
O 1.048 -1.272 1.481
C 1.372 -1.522 0.114
C 0.996 -0.257 -0.681
N -0.064 0.523 0.024
C 0.045 1.995 -0.170
H 1.074 -2.094 1.982
H 0.795 -2.378 -0.251
H 2.431 -1.703 0.023
H 1.860 0.376 -0.792
H 0.618 -0.466 -1.686
H -0.990 0.239 -0.320
H 0.000 0.269 1.013
H 0.116 2.196 -1.230
H -0.871 2.443 0.190
H 0.965 2.346 0.291
H -3.533 -0.081 -0.681
H -3.049 -0.571 0.731
O -2.814 -0.044 -0.038
```

The calculation puts the energy at -326.4969 hartree. As for the total charge: +1. The value obtained for the LUMO energy is -2.97 eV. The molar mass is 94.13 g/mol.

Löwdin population analysis, charges in e, atoms 1 to 2: number 1, O, carries -0.07; number 2, C, carries -0.19

***

No. 4
The following is a DFT calculation (the ωB97M-V functional and the def2-TZVPD basis) of a cluster of 3 separate species, C3H12NO2 in total in a non-equilibrium geometry.

XYZ file:
```
18
Properties=species:S:1:pos:R:3
C -0.147 -2.607 -0.001
C 0.404 -1.529 0.887
C 1.697 -1.396 1.145
N -0.505 -0.365 1.035
H -0.359 -2.199 -0.995
H -1.071 -3.046 0.381
H 0.582 -3.399 -0.132
H 2.064 -0.575 1.754
H 2.405 -2.044 0.651
H -1.426 -0.669 1.346
H -0.025 0.260 1.687
H -0.628 0.230 0.170
H -0.728 1.949 -1.256
H -2.176 1.788 -0.813
O -1.365 1.277 -0.919
H 1.203 2.978 -1.878
H 0.396 4.215 -1.533
O 0.375 3.254 -1.465
```

The calculation puts the energy at -326.4837 hartree. As for the total charge: +1. The value obtained for the LUMO energy is -3.14 eV. The molar mass is 94.13 g/mol.

Löwdin population analysis, charges in e, atoms 1 to 2: number 1, C, carries -0.03; number 2, C, carries -0.34

***

No. 5
The following is a DFT calculation (the ωB97M-V functional and the def2-TZVPD basis) of a cluster of 2 separate species, C3H12NO2 in total in a non-equilibrium geometry.

XYZ file:
```
18
Properties=species:S:1:pos:R:3
C -0.322 0.369 1.053
C -0.962 1.474 0.229
C -1.572 0.949 -1.079
O -0.456 0.385 -1.844
N 0.949 -0.137 0.420
H -1.001 -0.488 1.001
H -0.201 0.457 2.122
H -1.811 1.891 0.762
H -0.326 2.313 0.002
H -2.221 0.074 -1.011
H -2.037 1.818 -1.519
H -0.449 0.677 -2.761
H 0.908 -0.013 -0.602
H 1.048 -1.155 0.641
H 1.785 0.283 0.819
H 2.185 -3.373 1.252
H 2.346 -2.927 -0.181
O 2.137 -2.595 0.695
```

The calculation puts the energy at -326.4987 hartree. As for the total charge: +1. The value obtained for the LUMO energy is -2.95 eV. The molar mass is 94.13 g/mol.

Löwdin population analysis, charges in e, atoms 1 to 2: number 1, C, carries -0.13; number 2, C, carries -0.16

***

No. 6
The following is a DFT calculation (the ωB97M-V functional and the def2-TZVPD basis) of a structure of composition C3H12NO2 in a non-equilibrium geometry.

XYZ file:
```
18
Properties=species:S:1:pos:R:3
C -1.659 -0.358 0.803
C -1.669 0.311 -0.553
C -2.571 -0.346 -1.569
O -0.134 -0.074 -1.012
N -2.601 0.037 1.788
H -0.532 -0.032 1.295
H -1.609 -1.449 0.708
H -1.765 1.406 -0.546
H -3.573 0.089 -1.561
H -2.184 -0.208 -2.577
H -2.623 -1.422 -1.397
H -0.346 0.654 -0.479
H -3.439 0.409 1.346
H -0.142 0.638 1.521
H -2.300 0.667 2.521
H 6.684 -0.087 -0.273
H 6.730 0.026 0.923
O 7.386 0.365 0.264
```

The calculation puts the energy at -326.1814 hartree. As for the total charge: +1. The value obtained for the LUMO energy is -7.94 eV. The molar mass is 94.13 g/mol.

Löwdin population analysis, charges in e, atoms 1 to 2: number 1, C, carries -0.12; number 2, C, carries -0.28

***

No. 7
The following is a DFT calculation (the ωB97M-V functional and the def2-TZVPD basis) of a cluster of 3 separate species, C3H12NO2 in total in a non-equilibrium geometry.

XYZ file:
```
18
Properties=species:S:1:pos:R:3
C 1.980 0.922 -1.257
C 0.972 0.122 -0.404
C 1.226 -0.909 0.506
N 0.442 -1.045 1.757
H 1.455 1.473 -2.054
H 2.473 1.707 -0.744
H 2.628 0.174 -1.760
H -0.245 0.204 -0.473
H 1.982 -1.677 0.289
H 0.914 -0.420 2.422
H -0.573 -0.713 1.651
H 0.402 -1.948 2.176
H -2.226 0.172 0.398
H -2.628 0.165 1.871
O -1.895 0.361 1.292
H -1.994 1.214 -1.933
H -2.764 -0.124 -2.167
O -2.151 0.323 -1.570
```

The calculation puts the energy at -326.4318 hartree. As for the total charge: +1. The value obtained for the LUMO energy is -3.32 eV. The molar mass is 94.13 g/mol.

Löwdin population analysis, charges in e, atoms 1 to 2: number 1, C, carries -0.06; number 2, C, carries -0.08

***

No. 8
The following is a DFT calculation (the ωB97M-V functional and the def2-TZVPD basis) of a structure of composition C3H12NO2PSi2 in a non-equilibrium geometry.

XYZ file:
```
21
Properties=species:S:1:pos:R:3
N 1.781 3.439 0.073
P 1.421 2.004 0.742
Si -0.311 1.029 -0.310
C 0.204 -0.510 -1.345
C 1.416 -1.437 -0.422
C 0.746 -2.746 0.503
O 1.303 -1.333 1.134
O -1.519 0.719 0.930
Si -2.946 -0.081 0.287
H 1.124 3.569 -0.748
H 1.009 2.272 2.103
H 2.578 1.101 0.792
H -0.816 2.082 -1.228
H -0.656 -1.262 -1.593
H 0.762 -0.232 -2.353
H 2.538 -1.617 -0.954
H 1.660 -3.392 0.856
H -0.240 -2.571 1.108
H -2.569 -1.493 0.017
H -3.976 -0.120 1.316
H -3.466 0.546 -0.955
```

The calculation puts the energy at -1246.8950 hartree. The value obtained for the LUMO energy is 0.38 eV. The molar mass is 181.28 g/mol.

Löwdin population analysis, charges in e, atoms 1 to 2: number 1, N, carries -0.41; number 2, P, carries 0.56

***

No. 9
The following is a DFT calculation (the ωB97M-V functional and the def2-TZVPD basis) of a cluster of 2 separate species, C3H12NO2S in total in a non-equilibrium geometry.

XYZ file:
```
19
Properties=species:S:1:pos:R:3
C -1.064 0.330 1.426
O -0.908 -0.795 2.258
C -0.981 -0.113 -0.039
C -0.651 0.991 -1.020
S -0.356 0.324 -2.692
N -0.028 -1.250 -0.132
H -1.953 0.912 1.673
H -0.196 0.986 1.597
H -0.417 -0.646 3.072
H -1.970 -0.495 -0.295
H -1.535 1.638 -1.066
H 0.063 1.719 -0.639
H 0.999 0.252 -2.657
H -0.072 -1.606 -1.097
H 0.925 -0.911 0.044
H -0.215 -2.047 0.481
H 2.777 0.969 -0.137
H 3.189 -0.392 -0.415
O 2.393 0.135 -0.362
```

The calculation puts the energy at -724.6830 hartree. As for the total charge: +1. The value obtained for the LUMO energy is -3.15 eV. The molar mass is 126.20 g/mol.

Löwdin population analysis, charges in e, atoms 1 to 2: number 1, C, carries -0.20; number 2, O, carries -0.05

***

No. 10
The following is a DFT calculation (the ωB97M-V functional and the def2-TZVPD basis) of a cluster of 3 separate species, C3H12NO3 in total in a non-equilibrium geometry.

XYZ file:
```
19
Properties=species:S:1:pos:R:3
C -0.417 0.356 0.640
O -0.882 -0.279 -0.420
C 1.131 0.197 0.853
C 1.361 0.920 2.143
N 1.429 -1.201 0.902
H -0.876 0.121 1.682
H -0.647 1.488 0.407
H 1.773 0.748 0.101
H 2.346 0.849 2.689
H 0.883 1.961 2.127
H 0.788 0.308 2.988
H 0.734 -1.829 0.930
H 2.360 -1.572 0.411
H -0.014 -0.135 -1.841
H 1.248 -0.538 -1.625
O 0.884 -0.103 -2.325
H -2.580 0.570 -2.029
H -2.530 -0.211 -0.714
O -3.243 0.107 -1.412
```

The calculation puts the energy at -401.9470 hartree. As for the total charge: -1. The value obtained for the LUMO energy is 4.01 eV. The molar mass is 110.13 g/mol.

Löwdin population analysis, charges in e, atoms 1 to 2: number 1, C, carries -0.44; number 2, O, carries -0.33